{
  "formula": "C5H10O2",
  "method": "ωB97M-V/def2-TZVPD",
  "lumo_ev": 0.84,
  "relative_energy_kcal_mol": 108.2,
  "orbital_gap_ev": 9.327,
  "e_homo_ev": -8.49,
  "max_force_ev_per_a": 7.80,
  "species": ["O", "O", "C", "C", "C", "C", "C", "H", "H", "H", "H", "H", "H", "H", "H", "H", "H"],
  "coordinates": [[3.03678, -0.72268, 0.88480], [0.61972, -1.35545, 0.01804], [-2.20999, -0.64791, -0.34492], [2.21848, -0.07174, 0.30298], [1.10786, 1.08752, 0.21310], [-0.03005, 0.25485, 0.41434], [-1.14069, 0.40007, -0.53735], [-0.32077, 0.08211, 1.45131], [1.07157, -1.67246, 0.81895], [-2.63548, -0.64052, 0.66755], [-3.02830, -0.47791, -1.05385], [2.77438, 0.24416, -0.63460], [-1.80235, -1.64943, -0.52200], [1.25013, 1.59804, -0.75640], [-1.55704, 1.40993, -0.38101], [1.38708, 1.75822, 1.02026], [-0.74134, 0.40322, -1.56120]],
  "atomic_forces_ev_per_a": [[-1.048, -1.122, 3.924], [-1.149, 2.461, 0.467], [-0.571, -0.407, -0.323], [3.910, 3.611, -5.699], [2.482, -0.436, 1.979], [-0.793, -3.402, 0.051], [-0.644, 0.156, -0.207], [-0.034, 0.152, -0.161], [-0.544, -0.067, -0.097], [0.148, 0.129, -0.183], [0.058, -0.109, 0.168], [-0.963, -0.687, -0.887], [-0.064, 0.257, 0.020], [-0.292, -0.622, 0.531], [0.084, -0.144, 0.002], [-0.517, 0.360, 0.208], [-0.062, -0.130, 0.207]]
}